112
Properties=species:S:1:pos:R:3 method="wB97M-V/def2-TZVPD" total_charge=+1 e_lumo_ev=-3.46 de_lowest_kcal_mol=0.0 spin_multiplicity=1 mol_weight_g_mol=838.92
C -2.282 -3.374 3.341
O -2.211 -3.089 1.944
C -2.356 -1.696 1.656
C -1.287 -1.177 0.627
C 0.168 -0.992 1.262
N 0.153 0.077 2.294
C 0.115 -0.367 3.725
C 1.518 -1.071 4.020
C 2.397 -0.256 5.084
C 3.924 -0.474 4.652
C 4.481 0.788 3.875
C 4.554 0.620 2.308
C 5.552 -0.535 1.854
C 5.670 -0.406 0.278
O 5.938 -1.690 -0.336
C 5.079 -1.948 -1.403
C 5.064 -1.069 -2.707
O 4.339 -2.893 -1.301
C 0.174 1.359 2.030
N 0.131 2.487 2.868
C 0.178 3.634 2.117
C 0.171 5.127 2.536
N -0.937 5.922 1.958
N 0.286 3.300 0.764
C 0.405 4.234 -0.366
C 1.815 5.001 -0.385
C 2.935 4.250 0.419
S 4.582 5.130 0.291
C 5.593 4.539 1.674
S 7.138 4.049 1.335
N 5.163 4.500 3.044
C 5.948 4.015 4.083
C 5.247 4.080 5.346
N 3.996 4.641 4.984
C 3.950 4.894 3.666
N 0.251 1.950 0.776
F 0.336 1.412 -0.465
H -1.328 -3.123 3.901
H -3.139 -2.855 3.861
H -2.423 -4.482 3.491
H -2.428 -1.044 2.576
H -3.362 -1.578 1.147
H -1.270 -1.901 -0.233
H -1.613 -0.161 0.276
H 0.425 -1.996 1.702
H 0.909 -0.776 0.443
H -0.738 -1.061 3.909
H 0.029 0.520 4.408
H 2.158 -1.127 3.094
H 1.405 -2.108 4.428
H 2.120 0.831 5.114
H 2.294 -0.697 6.113
H 4.515 -0.638 5.600
H 4.024 -1.435 4.073
H 3.763 1.639 4.068
H 5.502 1.086 4.242
H 4.996 1.575 1.896
H 3.549 0.499 1.811
H 5.198 -1.547 2.175
H 6.578 -0.342 2.284
H 4.684 -0.027 -0.118
H 6.481 0.313 -0.031
H 3.999 -0.742 -2.846
H 5.352 -1.712 -3.575
H 5.716 -0.158 -2.612
H 1.130 5.584 2.145
H 0.196 5.285 3.645
H -1.539 5.367 1.349
H -1.543 6.295 2.695
H 0.333 3.729 -1.367
H -0.413 5.006 -0.366
H 1.719 6.071 -0.053
H 2.159 5.046 -1.457
H 2.731 4.160 1.518
H 3.115 3.197 0.054
H 6.968 3.583 4.084
H 5.634 3.750 6.328
H 3.066 5.312 3.150
C -2.790 -4.774 -0.891
O -2.933 -4.373 -2.255
P -2.832 -5.522 -3.361
O -3.480 -6.785 -2.991
O -1.274 -5.663 -3.665
C -0.396 -4.565 -3.439
O -3.414 -4.808 -4.664
C -4.584 -5.354 -5.268
H -2.519 -3.900 -0.303
H -3.739 -5.168 -0.528
H -2.009 -5.528 -0.784
H -0.099 -4.559 -2.388
H -0.860 -3.613 -3.700
H 0.497 -4.704 -4.047
H -5.261 -4.540 -5.532
H -5.120 -6.035 -4.606
H -4.303 -5.888 -6.176
C -7.954 1.524 -6.623
O -7.516 0.673 -5.562
P -6.957 -0.764 -5.973
O -6.135 -0.777 -7.189
O -8.245 -1.696 -6.058
C -9.416 -1.375 -5.310
O -6.224 -1.245 -4.643
C -4.823 -1.503 -4.693
H -8.621 2.277 -6.205
H -7.093 2.017 -7.073
H -8.494 0.956 -7.383
H -10.010 -0.654 -5.874
H -9.171 -0.968 -4.329
H -10.005 -2.281 -5.183
H -4.349 -1.073 -3.809
H -4.345 -1.069 -5.573
H -4.656 -2.580 -4.694


139
Properties=species:S:1:pos:R:3 method="wB97M-V/def2-TZVPD" smiles="CCCC[C@]1(CCCCOC=O)COS(=O)(=O)C[C@H]1Br.O=C1C=CC(=O)C=C1.O=C1C=CC(=O)C=C1.O=C1C=CC(=O)C=C1.O=C1C=CC(=O)C=C1.O=C1C=CC(=O)C=C1.O=C1C=CC(=O)C=C1.O=C1C=CC(=O)C=C1.O=C1C=CC(=O)C=C1" e_lumo_ev=-1.79 spin_multiplicity=1 mol_weight_g_mol=1236.06
C 0.953 -0.282 2.208
C -0.538 -0.589 2.341
C -0.958 -0.825 3.795
C -0.436 -2.162 4.316
C -0.642 -2.451 5.814
C -0.020 -3.828 6.130
C 1.519 -3.907 6.092
C 2.010 -5.224 5.435
C 2.516 -5.028 4.007
O 3.945 -4.875 3.938
C 4.411 -3.659 4.256
O 3.997 -2.630 3.806
C -2.151 -2.551 6.074
O -2.460 -3.089 7.376
S -1.888 -2.332 8.648
O -2.675 -1.157 8.882
O -1.759 -3.318 9.676
C -0.245 -1.781 8.196
C -0.200 -1.313 6.748
Br 1.506 -0.479 6.346
H 1.248 0.577 2.808
H 1.563 -1.134 2.510
H 1.196 -0.101 1.159
H -1.112 0.259 1.960
H -0.793 -1.459 1.741
H -0.604 0.018 4.393
H -2.049 -0.829 3.862
H -0.988 -2.940 3.780
H 0.622 -2.295 4.094
H -0.398 -4.504 5.357
H -0.373 -4.235 7.075
H 1.905 -3.891 7.111
H 1.926 -3.082 5.516
H 1.193 -5.942 5.371
H 2.823 -5.647 6.024
H 2.253 -5.903 3.418
H 2.019 -4.179 3.532
H 5.239 -3.676 4.970
H -2.625 -1.574 5.975
H -2.597 -3.216 5.338
H -0.050 -0.929 8.846
H 0.471 -2.567 8.415
H -0.935 -0.515 6.662
O 0.677 -7.299 2.683
C 0.914 -7.779 1.594
C 2.261 -7.672 0.978
C 2.512 -8.198 -0.218
C 1.460 -8.909 -0.985
O 1.691 -9.383 -2.077
C 0.113 -9.017 -0.368
C -0.138 -8.493 0.829
H 3.017 -7.149 1.551
H 3.488 -8.134 -0.687
H -0.638 -9.540 -0.945
H -1.111 -8.557 1.300
O -2.736 1.139 -4.297
C -2.565 0.414 -3.338
C -1.609 0.761 -2.260
C -1.445 -0.034 -1.207
C -2.219 -1.294 -1.067
O -2.065 -2.010 -0.100
C -3.179 -1.638 -2.147
C -3.336 -0.846 -3.205
H -1.062 1.687 -2.374
H -0.753 0.204 -0.410
H -3.733 -2.560 -2.026
H -4.026 -1.081 -4.003
O 0.033 2.727 -0.273
C 0.830 3.434 -0.859
C 0.727 4.908 -0.829
C 1.601 5.672 -1.475
C 2.716 5.080 -2.248
O 3.522 5.773 -2.835
C 2.823 3.598 -2.279
C 1.947 2.834 -1.633
H -0.089 5.327 -0.255
H 1.543 6.748 -1.461
H 3.645 3.186 -2.852
H 2.003 1.752 -1.638
O 4.761 -5.183 -6.458
C 4.993 -5.764 -5.421
C 5.994 -5.242 -4.454
C 6.250 -5.878 -3.315
C 5.545 -7.135 -2.963
O 5.773 -7.715 -1.921
C 4.543 -7.659 -3.926
C 4.288 -7.021 -5.065
H 6.494 -4.323 -4.734
H 6.974 -5.518 -2.595
H 4.038 -8.575 -3.643
H 3.561 -7.381 -5.783
O -10.581 0.448 -3.750
C -9.526 -0.117 -3.932
C -8.250 0.444 -3.419
C -7.093 -0.179 -3.622
C -7.028 -1.459 -4.370
O -5.972 -2.027 -4.564
C -8.301 -2.020 -4.886
C -9.459 -1.399 -4.682
H -8.320 1.381 -2.882
H -6.152 0.216 -3.259
H -8.227 -2.952 -5.431
H -10.401 -1.788 -5.047
O -0.204 8.053 -0.763
C -0.052 9.257 -0.795
C -0.063 10.065 0.448
C 0.103 11.384 0.412
C 0.308 12.101 -0.873
O 0.462 13.302 -0.905
C 0.319 11.288 -2.117
C 0.153 9.969 -2.080
H -0.214 9.521 1.371
H 0.098 11.997 1.305
H 0.471 11.831 -3.041
H 0.158 9.356 -2.972
O 8.683 7.337 1.286
C 7.524 7.018 1.142
C 7.071 6.273 -0.061
C 5.797 5.925 -0.219
C 4.775 6.265 0.802
O 3.612 5.948 0.663
C 5.225 7.011 2.004
C 6.499 7.359 2.162
H 7.834 6.038 -0.791
H 5.446 5.389 -1.092
H 4.461 7.248 2.733
H 6.852 7.901 3.030
O -6.628 3.671 -4.759
C -5.989 3.619 -5.789
C -4.572 3.181 -5.796
C -3.875 3.116 -6.927
C -4.484 3.482 -8.229
O -3.854 3.424 -9.262
C -5.904 3.925 -8.222
C -6.602 3.986 -7.092
H -4.144 2.915 -4.840
H -2.842 2.793 -6.951
H -6.327 4.187 -9.183
H -7.637 4.302 -7.061